# 1
Here is a cluster of 2 separate species, C3H11NO in total from the Open Molecules 2025 dataset. Energies are from wB97M-V/def2-TZVPD.

Results
Relative energy (zero: lowest compared OMol25 entry of this formula, charge and spin): 0.290 eV
Gap between HOMO and LUMO (spin up / spin down): 3.00 / 9.54 eV
Spin multiplicity: 2
Total charge: -1

Last column: Löwdin spin population.
Element x y z (Å)
H1 -1.09 3.14 1.58  0.104
H2 -0.44 1.86 2.24  0.139
H3 0.20 -1.51 0.97  0.029
H4 -0.38 1.14 -1.59  0.010
C1 1.06 -0.12 -0.45  0.046
H5 -0.68 0.77 0.15  0.027
H6 1.79 -0.10 -1.26  0.001
C2 1.00 -1.48 0.23  0.059
C3 -0.35 0.37 -0.82  0.088
O1 -0.79 2.23 1.41  0.412
H7 0.92 -2.36 -0.42  0.002
H8 -1.87 -0.89 -0.28  0.017
N1 -1.45 -0.56 -1.14  0.013
H9 1.40 0.58 0.31  0.040
H10 1.90 -1.74 0.81  0.009
H11 -1.22 -1.34 -1.74  0.002

# 2
Here is a cluster of 3 separate species, C18H43FN3O3 in total from the Open Molecules 2025 dataset. Energies are from wB97M-V/def2-TZVPD.

Results
Gap between HOMO and LUMO: 5.61 eV
Spin multiplicity: 1
Total charge: +1

Last column: Mulliken charge in e.
Element x y z (Å)
H1 2.71 0.39 -0.71  0.241
C1 -1.29 6.49 0.33  -0.313
C2 -2.01 -6.56 0.49  -0.478
H2 -0.83 6.26 -0.64  0.417
H3 -3.94 3.84 -1.01  0.468
H4 -0.46 1.45 -0.10  -0.083
C3 -3.64 4.53 -0.22  -1.299
H5 3.98 -5.67 1.75  0.280
H6 3.55 0.64 -2.24  0.444
C4 -2.00 5.34 2.41  -0.698
H7 2.60 2.71 -2.79  0.393
H8 -0.19 8.33 0.43  0.442
O1 2.52 -5.06 -0.37  -0.426
H9 -2.20 3.27 0.74  0.317
H10 -1.04 -0.19 -0.34  0.355
H11 -4.35 4.39 0.60  0.252
H12 -2.12 -5.44 2.22  0.403
H13 -3.39 6.37 3.70  0.379
C5 1.18 -5.61 -0.33  -0.306
H14 3.81 -7.51 1.39  0.269
C6 1.74 3.08 -0.86  -0.676
H15 0.88 2.95 -2.83  0.351
O2 -0.51 -7.73 2.16  -0.400
O3 -0.51 -4.84 1.32  -0.208
C7 -1.23 -7.80 1.14  0.592
H16 0.64 0.07 0.12  0.247
H17 3.49 -1.72 -1.72  0.470
H18 0.76 3.15 -0.40  -0.042
C8 -3.31 6.08 2.64  -1.004
H19 -2.23 7.01 0.12  0.240
C9 -0.36 7.45 1.05  -1.427
H20 -2.07 4.34 2.85  0.341
H21 0.57 -3.45 0.01  0.160
H22 -1.22 5.83 3.00  0.424
H23 5.29 -6.60 0.70  0.288
H24 -3.15 -6.79 0.56  0.462
H25 2.54 -1.42 -3.18  0.321
C10 0.16 0.53 -1.97  -0.686
C11 1.68 2.45 -2.26  -0.750
H26 -1.61 4.06 -0.69  0.286
H27 -2.44 -4.51 0.88  0.412
H28 -3.76 5.54 -0.61  0.267
H29 -4.17 5.44 2.43  0.282
H30 0.61 6.99 1.25  0.309
H31 -1.74 -6.53 -0.62  0.318
C12 3.40 -6.24 -0.43  -0.328
H32 -0.59 1.13 -2.49  0.342
N1 1.50 1.01 -2.34  0.092
H33 -0.78 7.80 2.00  0.298
C13 -0.18 0.47 -0.49  -0.574
C14 0.05 -4.47 0.02  -0.288
C15 2.62 0.25 -1.80  -0.268
H34 0.04 -0.48 -2.39  0.356
H35 -3.40 6.99 2.05  0.245
H36 1.18 -6.39 0.53  0.344
C16 -2.21 4.23 0.22  -0.469
H37 -0.69 -4.49 -0.85  0.238
H38 2.13 4.10 -0.94  0.387
H39 1.73 -1.73 -1.62  -0.144
H40 4.11 -6.07 -1.32  0.389
H41 2.80 -7.20 -0.68  0.271
N2 -1.52 5.23 1.03  0.244
N3 -1.81 -5.26 1.23  -0.183
C17 2.58 -1.24 -2.10  -1.045
H42 0.90 -6.20 -1.28  0.296
C18 4.17 -6.50 0.97  -0.910
H43 2.41 2.54 -0.19  0.299
F1 -1.39 -9.05 0.45  -0.223

# 3
Here is a structure of composition C33H31F6N9O2Y from the Open Molecules 2025 dataset. Energies are from wB97M-V/def2-TZVPD.

Results
Relative energy (zero: lowest compared OMol25 entry of this formula, charge and spin): 0.000 eV
Gap between HOMO and LUMO: 8.75 eV
Spin multiplicity: 1
Total charge: +1

Last column: Mulliken charge in e.
Element x y z (Å)
H1 -1.71 2.40 1.46  0.486
H2 3.37 -0.02 1.92  0.368
N1 0.24 -0.49 2.81  0.204
H3 -2.63 -2.40 0.41  0.771
C1 -2.76 -0.20 5.98  -0.115
H4 3.40 2.63 -0.53  0.447
H5 4.57 0.66 -0.81  0.478
Y1 0.34 -0.26 0.41  0.956
H6 -4.86 -2.83 -1.04  0.379
N2 0.79 -0.80 4.95  -0.955
H7 2.63 -4.17 -2.18  0.427
C2 -7.40 -2.56 0.28  -0.919
H8 -5.73 -1.36 -1.48  0.456
C3 -0.54 0.97 6.00  -1.176
H9 -2.56 -0.82 9.78  0.412
H10 -2.83 -0.02 4.92  0.687
C4 -6.12 -2.06 0.52  1.064
C5 -8.27 -2.81 1.32  -0.662
F1 1.95 -4.46 0.46  -0.268
C6 1.34 2.85 0.08  0.521
H11 -2.50 1.68 -0.50  0.654
C7 3.17 0.95 1.46  -1.152
C8 -0.80 2.89 1.10  -0.287
C9 1.43 4.23 0.21  -0.807
H12 -0.87 1.95 5.63  0.253
C10 -7.88 -2.56 2.63  -1.007
N3 -4.04 0.27 -0.71  -1.004
H13 3.97 -0.89 -0.20  0.352
C11 2.46 2.07 -0.56  -1.326
C12 0.39 4.94 0.79  -0.706
O1 -4.97 -1.33 4.55  -0.252
C13 0.21 2.13 0.50  1.058
H14 0.46 6.02 0.89  0.387
N4 2.65 0.75 0.09  0.934
C14 -4.97 -1.32 5.91  0.612
H15 2.45 1.50 2.05  0.340
H16 3.27 -0.19 -1.68  0.297
H17 1.56 -2.06 3.48  0.547
C15 -1.58 0.00 8.06  -0.810
H18 -4.55 -1.58 8.51  0.531
N5 -6.07 -1.78 6.40  -0.481
H19 -1.54 4.82 1.71  0.474
C16 -3.73 -1.07 8.01  -0.967
C17 -0.02 -3.79 -1.72  0.505
O2 0.70 -1.59 -1.22  -0.859
C18 -2.87 -1.39 0.11  -0.745
H20 4.11 1.52 1.44  0.368
H21 2.23 1.87 -1.61  0.410
H22 2.11 -2.77 -3.13  0.426
C19 -3.80 -0.85 6.64  -0.057
C20 -5.21 -1.86 -0.67  -1.176
F2 0.29 -5.09 -1.66  -0.270
H23 -1.00 1.23 3.21  0.368
H24 -0.71 0.32 8.62  0.400
N6 -6.87 -2.11 5.32  -0.456
H25 -7.71 -2.76 -0.74  0.473
F3 -0.34 -3.49 -2.98  -0.259
C21 3.68 0.03 -0.70  -1.357
H26 -9.26 -3.20 1.12  0.415
H27 3.20 -2.54 -1.76  0.338
C22 0.94 -1.22 3.73  -0.611
C23 -6.20 -1.84 4.26  0.582
C24 -6.60 -2.05 2.88  -0.284
C25 -0.37 0.43 3.56  -0.559
H28 0.31 1.13 6.66  0.433
H29 -4.75 -1.39 2.04  0.901
H30 -8.54 -2.76 3.46  0.538
C26 -2.62 -0.64 8.72  -0.719
C27 -2.85 0.67 -0.36  -0.739
C28 1.14 -2.89 -1.23  1.630
N7 -2.07 -0.33 0.17  0.175
F4 0.44 -3.02 1.06  -0.155
C29 1.50 -3.25 0.23  0.189
F5 2.43 -2.36 0.68  -0.215
F6 -1.13 -3.61 -0.97  -0.139
H31 2.31 4.76 -0.13  0.422
N8 -0.05 0.25 4.83  1.040
C30 -0.73 4.27 1.25  -1.248
C31 2.35 -3.12 -2.13  -1.831
C32 -5.73 -1.79 1.82  -0.135
C33 -1.65 0.23 6.70  1.047
N9 -4.04 -1.04 -0.40  0.956

# 4
Here is a structure of composition C19H16BrNO3PPd from the Open Molecules 2025 dataset. Energies are from wB97M-V/def2-TZVPD.

Results
Relative energy (zero: lowest compared OMol25 entry of this formula, charge and spin): 2.689 eV
Gap between HOMO and LUMO: 5.20 eV
Spin multiplicity: 1
Total charge: -1

Last column: Mulliken charge in e.
Element x y z (Å)
C1 -2.99 0.04 3.24  -0.466
H1 0.52 4.43 -1.57  0.350
O1 4.95 -1.02 1.21  -0.750
H2 -3.36 2.82 1.34  0.279
C2 -2.90 2.05 1.95  -0.390
H3 -5.27 1.56 1.69  0.285
C3 0.54 -1.89 -1.28  0.013
C4 -1.54 2.11 2.23  -0.613
C5 2.00 1.64 -0.31  0.118
H4 3.29 -1.05 -0.77  0.338
H5 -1.17 -4.72 -2.10  0.368
P1 1.06 -0.97 0.28  0.967
C6 0.50 -2.23 -3.68  -0.686
H6 -0.93 2.91 1.84  0.416
C7 0.95 0.73 -0.42  0.075
N1 -0.89 1.18 2.95  -0.529
H7 0.78 -1.90 -4.67  0.370
C8 -3.62 1.00 2.47  1.089
H8 -1.08 0.48 -1.08  0.413
C9 3.73 -0.80 1.32  0.437
H9 -1.36 2.81 -1.81  0.383
H10 2.94 1.33 0.13  0.193
C10 -0.59 -3.81 -2.24  -0.497
C11 0.88 -1.49 -2.57  0.050
C12 -0.24 -3.39 -3.52  -0.397
C13 2.85 -1.36 0.18  -0.858
Pd1 0.98 0.35 2.26  -0.488
H11 -3.53 -0.80 3.65  0.422
C14 1.84 2.96 -0.72  -0.643
C15 -0.41 2.49 -1.38  -0.673
H12 -0.54 -3.97 -4.38  0.356
H13 1.46 -0.58 -2.71  0.351
C16 -0.21 -3.05 -1.13  -0.496
H14 2.67 3.65 -0.61  0.382
Br1 -0.70 -1.14 4.40  -0.150
C17 -1.63 0.19 3.44  0.202
C18 0.64 3.40 -1.25  -0.443
O2 3.15 -0.18 2.26  -0.651
O3 -4.96 0.84 2.25  -0.547
H15 -0.49 -3.37 -0.14  0.347
C19 -0.25 1.18 -0.97  -0.476
H16 2.94 -2.45 0.21  0.549

Copy entry 2 word for word.
Here is a cluster of 3 separate species, C18H43FN3O3 in total from the Open Molecules 2025 dataset. Energies are from wB97M-V/def2-TZVPD.

Results
Gap between HOMO and LUMO: 5.61 eV
Spin multiplicity: 1
Total charge: +1

Last column: Mulliken charge in e.
Element x y z (Å)
H1 2.71 0.39 -0.71  0.241
C1 -1.29 6.49 0.33  -0.313
C2 -2.01 -6.56 0.49  -0.478
H2 -0.83 6.26 -0.64  0.417
H3 -3.94 3.84 -1.01  0.468
H4 -0.46 1.45 -0.10  -0.083
C3 -3.64 4.53 -0.22  -1.299
H5 3.98 -5.67 1.75  0.280
H6 3.55 0.64 -2.24  0.444
C4 -2.00 5.34 2.41  -0.698
H7 2.60 2.71 -2.79  0.393
H8 -0.19 8.33 0.43  0.442
O1 2.52 -5.06 -0.37  -0.426
H9 -2.20 3.27 0.74  0.317
H10 -1.04 -0.19 -0.34  0.355
H11 -4.35 4.39 0.60  0.252
H12 -2.12 -5.44 2.22  0.403
H13 -3.39 6.37 3.70  0.379
C5 1.18 -5.61 -0.33  -0.306
H14 3.81 -7.51 1.39  0.269
C6 1.74 3.08 -0.86  -0.676
H15 0.88 2.95 -2.83  0.351
O2 -0.51 -7.73 2.16  -0.400
O3 -0.51 -4.84 1.32  -0.208
C7 -1.23 -7.80 1.14  0.592
H16 0.64 0.07 0.12  0.247
H17 3.49 -1.72 -1.72  0.470
H18 0.76 3.15 -0.40  -0.042
C8 -3.31 6.08 2.64  -1.004
H19 -2.23 7.01 0.12  0.240
C9 -0.36 7.45 1.05  -1.427
H20 -2.07 4.34 2.85  0.341
H21 0.57 -3.45 0.01  0.160
H22 -1.22 5.83 3.00  0.424
H23 5.29 -6.60 0.70  0.288
H24 -3.15 -6.79 0.56  0.462
H25 2.54 -1.42 -3.18  0.321
C10 0.16 0.53 -1.97  -0.686
C11 1.68 2.45 -2.26  -0.750
H26 -1.61 4.06 -0.69  0.286
H27 -2.44 -4.51 0.88  0.412
H28 -3.76 5.54 -0.61  0.267
H29 -4.17 5.44 2.43  0.282
H30 0.61 6.99 1.25  0.309
H31 -1.74 -6.53 -0.62  0.318
C12 3.40 -6.24 -0.43  -0.328
H32 -0.59 1.13 -2.49  0.342
N1 1.50 1.01 -2.34  0.092
H33 -0.78 7.80 2.00  0.298
C13 -0.18 0.47 -0.49  -0.574
C14 0.05 -4.47 0.02  -0.288
C15 2.62 0.25 -1.80  -0.268
H34 0.04 -0.48 -2.39  0.356
H35 -3.40 6.99 2.05  0.245
H36 1.18 -6.39 0.53  0.344
C16 -2.21 4.23 0.22  -0.469
H37 -0.69 -4.49 -0.85  0.238
H38 2.13 4.10 -0.94  0.387
H39 1.73 -1.73 -1.62  -0.144
H40 4.11 -6.07 -1.32  0.389
H41 2.80 -7.20 -0.68  0.271
N2 -1.52 5.23 1.03  0.244
N3 -1.81 -5.26 1.23  -0.183
C17 2.58 -1.24 -2.10  -1.045
H42 0.90 -6.20 -1.28  0.296
C18 4.17 -6.50 0.97  -0.910
H43 2.41 2.54 -0.19  0.299
F1 -1.39 -9.05 0.45  -0.223

The highest spin multiplicity belongs to which entry?
C3H11NO